Version P
Entry from the OMol25 dataset: a 3-piece molecular cluster, C5H13NO2 overall (the ωB97M-V functional and the def2-TZVPD basis).

Values from the calculation:
HOMO level, eV: -7.928
Frontier orbital gap, eV: 3.718

```
! wB97M-V def2-TZVPD RIJCOSX def2/J DEFGRID3
* xyz 0 1
H 0.073 2.019 -3.379
H 0.918 -2.991 1.970
O 1.945 0.470 -0.032
H 1.705 1.360 -2.907
H 1.282 -1.514 1.176
C 0.983 -1.914 2.142
H 0.744 2.224 -1.724
H 1.782 -1.744 2.856
C 0.682 1.563 -2.589
C 0.745 0.478 0.013
C -1.703 0.372 -0.509
C -0.279 -0.049 -0.967
H -1.614 1.455 -0.402
H -1.974 -0.153 0.420
H -0.009 -1.386 2.165
N -0.042 0.354 -2.316
H -0.187 -1.147 -1.038
H -2.411 0.159 -1.310
O -1.238 -0.047 2.314
H 0.325 0.763 1.003
H -1.726 -0.274 3.114
*
```

***

Version Q
Entry from the OMol25 dataset: a 2-piece molecular cluster, C5H13NO2 overall (the ωB97M-V functional and the def2-TZVPD basis).

Values from the calculation:
HOMO level, eV: -8.011
SMILES string: C[C@@H](C=O)N(C)C.O
Frontier orbital gap, eV: 8.533

```
! wB97M-V def2-TZVPD RIJCOSX def2/J DEFGRID3
* xyz 0 1
O -1.213 -2.337 -0.685
H 3.433 -0.977 -1.433
H 0.541 -0.348 -0.802
H -1.778 2.390 1.252
H -2.150 -0.545 -0.996
C 0.280 2.090 -0.281
C -1.347 1.410 1.384
H 1.302 -0.286 1.599
H -2.122 0.673 1.559
C -0.177 -0.340 0.034
N -0.595 1.053 0.191
O 2.798 -0.221 -1.374
H 0.746 -1.914 1.064
H -0.291 -1.018 2.078
H 0.167 3.048 0.233
C 0.448 -0.887 1.290
C -1.305 -1.138 -0.615
H 3.458 0.425 -1.111
H -0.704 1.416 2.290
H 0.173 2.216 -1.376
H 1.343 1.835 -0.132
*
```

***

Stability ranking, top and bottom: version Q is the most stable and version P is the least stable.